1.
Molecular formula: C10H18N2O3
Method: DFT, ωB97M-V/def2-TZVPD

XYZ file:
```
33
Properties=species:S:1:pos:R:3:forces:R:3:nbo_charge:R:1
C -2.57397 1.68396 0.24228 -0.2 0.0 1.8 0.298
C 3.08202 -1.09717 -2.82595 -0.1 -0.1 0.4 1.031
C 1.13035 2.18441 0.96519 -2.3 -1.4 0.4 -0.396
C -0.38461 2.65562 0.96343 1.4 -1.5 2.4 -0.456
C 1.17518 0.66119 0.92101 0.2 -0.4 -1.3 -0.205
C -1.17619 1.88403 -0.00656 -0.3 1.2 -2.4 -0.198
C 0.69410 -2.18225 0.74033 0.4 -1.5 -0.3 -0.639
C -1.52921 -1.09659 0.99310 1.2 2.7 -0.3 -0.610
C -0.72633 -1.80716 -1.36387 -1.6 -2.5 2.6 -0.637
C -0.31159 -1.18986 -0.00194 0.1 -2.3 1.1 0.113
N 0.88552 0.52368 -1.31847 1.1 0.2 -2.0 -0.484
N 0.43122 0.02587 -0.22762 0.3 2.7 1.5 -0.119
O 3.16009 -1.37594 -1.71727 0.3 -0.5 1.4 -0.520
O -3.50198 1.38523 -0.50006 0.7 0.2 -0.1 -0.553
O 2.98185 -0.83400 -3.93319 -0.1 0.5 -1.8 -0.509
H -2.74108 1.74506 1.39074 -0.3 0.1 -1.1 0.078
H 1.46576 2.53819 0.06479 1.7 1.0 -2.0 0.219
H 1.71008 2.48743 1.82419 0.0 0.5 0.1 0.217
H -0.76316 2.31619 1.97067 0.0 1.0 -0.6 0.197
H -0.37244 3.75317 0.87398 -0.4 -0.3 0.0 0.233
H 2.16600 0.20057 0.97326 0.2 0.5 -0.5 0.215
H 0.72939 0.30494 1.77252 -1.4 -0.8 2.3 0.187
H -0.82261 1.92377 -1.06687 -0.5 -0.2 0.9 0.205
H 1.67425 -2.09485 0.15173 -1.1 -0.3 1.3 0.232
H 0.78781 -1.99393 1.88167 0.1 -0.1 -2.1 0.217
H 0.34609 -3.31087 0.64293 0.5 2.4 0.1 0.222
H -1.14351 -0.92956 2.04292 -0.6 -0.3 -1.1 0.206
H -1.98462 -2.03025 0.88426 -0.9 -1.5 0.3 0.214
H -2.26562 -0.27795 0.73274 1.0 -1.5 0.3 0.241
H -0.60324 -2.93019 -1.30938 0.3 1.1 0.1 0.222
H -1.83101 -1.78102 -1.36881 0.5 0.8 -1.1 0.240
H -0.16101 -1.51993 -2.19887 0.2 0.7 -1.2 0.214
H 0.47246 0.17821 -2.19288 -0.3 -0.2 0.8 0.327
```
Positions in Å, forces in eV/Å.

Results
ΔE to the lowest compared entry with this formula, charge and spin ... 559.8 kJ/mol
Total energy ... -19780.08584 eV
E_HOMO (alpha / beta) ... -8.2 / -7.2 eV

2.
Molecular formula: C10H18N2O3S
Method: DFT, ωB97M-V/def2-TZVPD

XYZ file:
```
34
Properties=species:S:1:pos:R:3:forces:R:3:nbo_charge:R:1
C -4.44511 -1.33110 0.54625 -0.5 1.6 -4.9 -0.717
S -2.72381 -1.77135 0.00763 -0.7 0.7 0.0 0.157
C -2.28794 -0.14418 -0.72747 -0.3 0.5 1.9 -0.541
C -1.65145 0.82813 0.31174 1.8 -1.7 1.1 -0.399
C -0.56776 1.73835 -0.33472 1.0 0.8 2.6 -0.146
N -1.27633 2.51848 -1.29415 0.4 0.5 -3.1 -0.837
C 0.56711 0.90673 -0.94164 0.3 -0.5 2.4 0.711
O 0.41221 0.36097 -2.01227 0.7 0.3 -0.5 -0.621
N 1.69566 0.63675 -0.10859 -2.8 0.6 -2.1 -0.458
C 1.77387 0.79678 1.31191 -2.1 0.4 2.7 -0.220
C 2.55443 -0.41494 1.87322 1.0 1.2 -1.6 -0.402
C 3.45278 -0.71272 0.61734 -2.8 2.0 0.8 -0.380
C 2.58520 -0.30952 -0.63201 2.3 -2.0 0.8 -0.148
C 2.00065 -1.62114 -1.17388 -1.4 -0.2 -0.3 0.803
O 2.38422 -2.22457 -2.13924 0.1 0.5 0.6 -0.566
O 0.91231 -2.10748 -0.41936 2.1 2.1 0.3 -0.721
H -5.19558 -1.79637 -0.17090 1.0 0.2 0.9 0.215
H -4.64468 -1.64433 1.48487 -0.5 -0.8 3.1 0.208
H -4.67414 -0.21973 0.37612 0.7 -1.5 0.7 0.216
H -1.57505 -0.24885 -1.53261 -0.5 -0.3 -0.5 0.249
H -3.26296 0.31654 -0.93661 0.6 -0.3 -1.0 0.226
H -1.22073 0.26316 1.23688 -0.7 0.7 -1.7 0.207
H -2.40006 1.49315 0.67836 -0.5 0.5 0.4 0.219
H -0.11769 2.39837 0.52214 -0.9 -1.0 -1.6 0.205
H -0.78653 3.37755 -1.60843 -0.2 -0.7 0.7 0.366
H -1.22868 1.93427 -2.18150 -0.5 0.9 1.2 0.374
H 0.74059 0.74876 1.82447 1.4 0.3 -1.0 0.211
H 2.18738 1.78489 1.56496 0.2 -0.4 0.1 0.195
H 3.25043 -0.17063 2.68876 -0.6 0.0 0.0 0.217
H 1.87055 -1.18178 2.17436 -0.2 -0.6 0.0 0.219
H 3.72975 -1.69487 0.62970 1.4 -2.4 -0.3 0.222
H 4.20763 0.01068 0.76660 1.4 0.3 -0.4 0.209
H 3.26910 0.12697 -1.36145 -0.3 -0.3 -0.4 0.230
H 0.46464 -2.64697 -1.04049 -0.9 -1.3 -0.9 0.495
```
Positions in Å, forces in eV/Å.

Results
Structure (SMILES) ... CSCC[C@H](N)C(=O)N1CCC[C@H]1C(=O)O
ΔE to the lowest compared entry with this formula, charge and spin ... 183.0 kJ/mol
Total energy ... -30619.25366 eV
E_HOMO ... -8.4 eV

3.
Molecular formula: C10H18N3
Method: DFT, ωB97M-V/def2-TZVPD

XYZ file:
```
31
Properties=species:S:1:pos:R:3:forces:R:3:nbo_charge:R:1
C 2.20223 -0.20443 1.37591 -1.5 1.4 -1.1 -0.168
C 0.16251 2.01595 0.80042 -3.9 0.6 -1.2 -0.249
C 1.10456 -0.49596 0.68065 -1.9 2.8 0.2 0.044
C -0.37839 0.83748 0.57020 4.7 -3.5 0.5 0.267
C 0.22515 -3.19200 -1.56438 0.3 0.6 1.1 -0.046
C 2.32904 1.19540 1.92891 -0.4 -0.4 0.5 -0.423
C 1.51334 2.31455 1.16436 2.3 -0.3 2.7 -0.439
C 0.64014 -1.00572 -2.29813 1.2 1.9 1.8 -0.427
C -2.40412 -0.19648 1.17076 -2.0 0.9 -0.8 -0.406
C -2.16608 1.04336 -0.82812 -0.3 -0.1 -2.2 -0.402
N 0.87678 -1.74481 0.13821 -0.4 -2.0 -1.3 -0.414
N 0.59607 -1.98407 -1.20573 -1.2 -2.8 0.5 -0.035
N -1.51747 0.22086 0.11781 2.1 -0.3 1.0 -0.507
H 3.03904 -0.85107 1.46407 0.5 -0.8 0.2 0.215
H -0.54221 2.89713 0.69886 0.8 -0.9 0.1 0.224
H 0.14478 -3.94758 -0.74916 0.0 0.5 -1.0 0.215
H -0.00229 -3.42232 -2.62072 0.3 0.3 0.9 0.241
H 2.07193 1.08556 3.02324 0.3 0.7 -1.0 0.230
H 3.39399 1.42085 1.82588 -0.2 0.3 0.4 0.230
H 2.15974 2.59684 0.35004 -0.1 0.4 -0.6 0.230
H 1.42339 3.16610 1.87247 0.5 -0.3 -0.5 0.241
H 1.48728 -0.31186 -2.04856 -1.2 -0.1 -0.2 0.256
H -0.35358 -0.55021 -2.42982 0.7 0.0 0.1 0.255
H 0.99618 -1.54439 -3.12479 0.0 -0.6 -1.3 0.236
H -2.03041 -0.63541 2.05298 1.2 -0.2 0.8 0.224
H -3.00174 0.69984 1.41253 -0.1 -0.4 0.5 0.186
H -3.07941 -0.91607 0.74624 -0.5 -0.4 -0.2 0.203
H -2.46370 1.96683 -0.30762 -0.6 0.0 -0.8 0.191
H -1.40656 1.25663 -1.65204 -1.2 0.1 1.0 0.202
H -2.99379 0.41555 -1.26803 0.4 1.2 0.4 0.216
H 0.90013 -2.64478 0.67007 0.0 1.4 -0.6 0.410
```
Positions in Å, forces in eV/Å.

Results
ΔE to the lowest compared entry with this formula, charge and spin ... 695.0 kJ/mol
Charge ... +1
Total energy ... -15120.32093 eV
E_HOMO (alpha / beta) ... -11.5 / -11.5 eV

4.
Molecular formula: C10H18N3
Method: DFT, ωB97M-V/def2-TZVPD

XYZ file:
```
31
Properties=species:S:1:pos:R:3:forces:R:3:nbo_charge:R:1
C -4.21420 1.40630 2.12946 0.1 0.0 0.2 -0.270
C -4.96575 1.78176 1.06934 0.5 -0.6 2.3 0.014
C -2.99393 0.86837 1.55245 1.6 -1.4 -1.6 -0.134
C -3.14421 0.92116 0.04062 -1.8 1.4 1.0 0.529
C -1.91228 0.27228 2.10169 -1.2 1.6 -1.8 -0.200
C 1.39093 -0.81752 -0.19165 -5.1 0.6 -0.3 0.271
C 3.63449 -0.50092 0.59666 1.8 -2.3 -0.4 -0.583
C 2.98723 0.10362 -1.75246 0.8 1.1 -2.0 -0.612
C 3.03418 -2.26893 -1.09946 1.1 -1.9 -0.7 -0.592
C 2.73550 -0.84643 -0.65011 2.0 -0.3 0.5 -0.227
N -4.36458 1.55326 -0.14786 2.4 -1.7 -2.0 -0.542
N -2.30450 0.56804 -0.90842 -2.1 -0.4 -1.6 -0.739
N 0.34487 -0.08080 -0.49130 1.7 -1.3 1.8 -0.750
H -4.42820 1.38690 3.24209 0.1 0.3 -1.9 0.271
H -5.93619 2.11956 1.16821 -1.8 0.8 -0.4 0.238
H -1.04531 -0.07617 1.58184 0.1 -0.4 -0.5 0.231
H -1.82914 0.45197 3.10192 0.3 -0.3 2.9 0.208
H 1.08801 -1.67172 0.39661 0.1 -0.4 0.4 0.173
H 3.56275 -1.41568 1.30939 0.4 1.7 -1.0 0.222
H 3.26960 0.37575 1.10527 0.1 0.4 0.2 0.214
H 4.76838 -0.37571 0.22649 -2.6 -0.2 1.0 0.242
H 2.11490 0.51151 -2.24174 -0.8 -0.3 -0.1 0.211
H 3.37285 0.99415 -1.26078 0.9 0.2 -0.8 0.224
H 3.55667 -0.34297 -2.65523 -0.2 1.0 1.9 0.241
H 4.13126 -2.47974 -0.92890 -1.1 0.2 0.1 0.233
H 2.98155 -2.36243 -2.23339 -0.6 -0.1 1.5 0.229
H 2.43878 -3.07888 -0.53959 0.9 1.2 -1.0 0.223
H -4.73543 1.64961 -1.11029 -0.1 0.2 1.3 0.440
H -2.68882 0.33850 -1.88871 1.0 0.8 2.2 0.429
H 0.53869 0.81412 -0.88542 0.8 0.6 -1.1 0.349
H -1.38810 0.20102 -0.63671 0.6 -0.5 0.0 0.458
```
Positions in Å, forces in eV/Å.

Results
ΔE to the lowest compared entry with this formula, charge and spin ... 361.6 kJ/mol
Charge ... +1
Total energy ... -15123.77626 eV
E_HOMO ... -12.4 eV

5.
Molecular formula: C10H18N3
Method: DFT, ωB97M-V/def2-TZVPD

XYZ file:
```
31
Properties=species:S:1:pos:R:3:forces:R:3:nbo_charge:R:1
C 3.45364 0.31788 0.27068 -1.2 2.1 -1.0 -0.310
C 3.12930 1.63518 -0.05737 2.1 -0.2 1.3 -0.027
C 2.28925 -0.45194 -0.05153 1.1 1.5 1.0 0.017
C 1.35366 0.47129 -0.46431 -4.4 -4.3 -1.1 0.144
C 0.90924 -2.39132 -0.27251 2.1 3.3 -3.8 -0.039
C -0.51108 -0.33226 -0.69182 3.9 1.6 -0.7 0.033
C -2.88777 -0.34228 0.04983 0.2 1.0 1.0 -0.626
C -1.86711 1.78216 -0.74314 -0.8 -1.6 -0.6 -0.597
C -1.17614 0.70086 1.47568 -2.9 1.0 1.1 -0.624
C -1.56255 0.43900 -0.03218 -0.9 1.4 3.1 -0.162
N 1.84122 1.72322 -0.49066 0.8 0.4 0.5 -0.560
N 2.07735 -1.77414 0.35864 -2.9 -0.4 -1.1 -0.594
N -0.34908 -1.67047 0.01863 1.2 -0.3 -0.6 -0.535
H 4.37375 0.07503 0.72652 0.7 -0.6 0.3 0.242
H 3.75078 2.55266 0.11025 -0.8 -1.1 -0.5 0.236
H 0.83885 -2.31930 -1.44368 1.0 -0.4 1.7 0.178
H 0.94758 -3.36599 0.01434 -0.8 -2.8 0.9 0.222
H -0.64608 -0.33608 -1.80964 0.3 -1.0 1.2 0.254
H -3.63293 0.29808 -0.28454 -1.5 1.1 -0.9 0.244
H -3.28031 -0.65195 1.00797 0.6 0.0 0.7 0.229
H -2.96740 -1.17572 -0.53292 0.1 -2.3 -2.0 0.199
H -2.04755 1.47734 -1.80336 -0.9 0.7 0.7 0.212
H -2.65510 2.28900 -0.15927 -0.3 -0.5 -0.9 0.239
H -1.15863 2.54707 -0.83095 2.0 0.7 0.3 0.222
H -1.64769 -0.11470 2.20311 1.3 1.8 -1.4 0.212
H -1.57747 1.76538 1.82052 0.6 -2.4 -0.6 0.248
H -0.13478 0.79267 1.53208 1.7 -0.1 0.6 0.218
H 1.67876 2.50427 -1.08934 -1.1 0.1 -0.4 0.436
H 2.80729 -2.45588 0.32480 0.9 0.3 0.0 0.411
H -1.02522 -2.38569 -0.16010 -1.4 0.0 -0.6 0.438
H -0.32378 -1.60333 1.00428 -0.4 1.1 1.7 0.441
```
Positions in Å, forces in eV/Å.

Results
ΔE to the lowest compared entry with this formula, charge and spin ... 539.6 kJ/mol
Charge ... +1
Total energy ... -15121.93147 eV
E_HOMO ... -11.6 eV

6.
Molecular formula: C10H18N3O
Method: DFT, ωB97M-V/def2-TZVPD

XYZ file:
```
32
Properties=species:S:1:pos:R:3:forces:R:3:nbo_charge:R:1
C -0.52447 -2.79005 -1.00223 0.9 0.0 -3.2 -0.201
C 0.35633 -3.10640 0.21083 -1.3 -4.2 -0.2 -0.652
C -0.27635 -1.33874 -3.07604 -1.6 1.0 -2.7 0.676
N 0.01816 -1.54875 -1.82715 3.3 -0.6 2.9 -0.548
N -1.45750 -1.93667 -3.49277 1.8 0.7 -1.5 -0.802
N 0.40323 -0.41376 -3.90346 -4.2 -2.4 2.3 -0.750
H -0.50805 -3.65663 -1.74931 0.1 1.1 1.0 0.227
H -1.59072 -2.55549 -0.93199 0.3 -0.1 1.2 0.206
H -0.38008 -3.52152 0.96409 1.1 0.9 -0.3 0.256
H 0.92826 -2.30951 0.54730 0.7 1.6 1.0 0.228
H 0.93723 -1.13336 -1.37313 -2.7 -0.7 -1.5 0.447
H -2.10609 -2.09474 -2.77838 -1.0 -0.5 0.9 0.405
H -1.74746 -2.25157 -4.43874 0.8 0.9 1.0 0.444
H 1.33821 -0.44628 -3.83770 4.1 0.1 0.4 0.396
H 0.07325 -0.21975 -4.81464 -0.7 0.0 -0.8 0.418
H 1.09647 -4.04109 0.09175 -1.6 2.2 -0.4 0.248
C -0.92187 -0.65346 3.13988 0.4 1.1 1.9 -0.650
C 1.21869 2.37082 2.50845 -0.4 1.0 -0.7 -0.297
C 0.85673 2.65833 1.16998 -0.2 -1.5 -0.4 0.295
C 0.45687 1.43313 3.26997 0.3 -0.4 -0.8 -0.215
C -0.51783 0.75212 2.60262 -1.1 -1.4 -2.4 -0.019
C -0.20778 1.91646 0.47572 3.3 3.3 0.0 -0.251
C -0.94945 1.08886 1.17722 1.2 -1.6 4.6 -0.217
O 1.49704 3.48817 0.23515 1.3 0.0 2.4 -0.683
H 2.06647 2.84093 3.01490 -0.2 0.1 -0.5 0.224
H 0.71842 1.04985 4.29906 0.0 0.8 -1.3 0.230
H -0.14809 2.17260 -0.58984 -1.0 -0.3 0.3 0.227
H 2.31180 3.86118 0.67590 -1.2 -0.4 -0.8 0.487
H -1.36367 -1.29044 2.32714 -0.2 0.7 1.2 0.207
H -1.56507 -0.37376 4.11418 1.0 -1.6 -2.2 0.243
H -1.77889 0.58301 0.81055 -1.3 -1.1 -0.8 0.202
H 0.04932 -1.21088 3.49300 -1.9 1.1 -0.6 0.219
```
Positions in Å, forces in eV/Å.

Results
ΔE to the lowest compared entry with this formula, charge and spin ... 354.6 kJ/mol
Charge ... +1
Total energy ... -17171.39793 eV
E_HOMO ... -10.3 eV

Computed maximum force (eV/A) in order:
3.95; 5.19; 5.92; 5.16; 6.26; 5.35